This record from the Open Molecules 2025 dataset describes a cluster of 7 separate species, C38H82NO6 in total in a non-equilibrium geometry. The level of theory is wB97M-V/def2-TZVPD.

Geometry (Å):
C (2.0320, 2.6587, 4.3051)
C (2.3305, 1.8861, 3.0128)
C (2.8175, 0.4503, 3.2735)
C (2.4070, -0.5755, 2.2072)
C (3.4033, -0.8175, 1.0474)
C (4.3735, 0.3197, 0.7326)
C (5.0972, 0.1300, -0.5995)
C (5.7402, 1.4205, -1.1358)
C (4.7663, 2.5440, -1.4719)
C (3.6309, 2.1622, -2.2489)
C (2.2923, 2.1598, -1.7453)
C (1.2433, 1.7418, -2.5337)
N (1.3361, 1.3167, -3.8016)
C (2.5893, 1.3268, -4.2968)
C (3.7142, 1.7164, -3.6074)
H (2.6807, 2.3707, 5.1346)
H (0.9833, 2.5802, 4.5982)
H (2.2014, 3.7272, 4.1345)
H (1.4139, 1.8224, 2.4205)
H (3.0787, 2.4298, 2.4349)
H (3.9020, 0.4387, 3.4227)
H (2.3880, 0.1291, 4.2307)
H (2.2172, -1.5382, 2.6913)
H (1.4495, -0.2790, 1.7703)
H (2.8191, -1.0158, 0.1418)
H (3.9686, -1.7370, 1.2434)
H (3.8497, 1.2799, 0.7246)
H (5.1268, 0.3955, 1.5278)
H (5.8927, -0.6164, -0.4527)
H (4.3963, -0.3008, -1.3231)
H (6.4165, 1.7979, -0.3557)
H (6.3761, 1.1504, -1.9892)
H (4.3960, 3.0246, -0.5540)
H (2.1118, 2.4616, -0.7174)
H (0.2479, 1.7206, -2.0919)
H (2.6938, 1.0110, -5.3345)
H (4.6841, 1.6923, -4.0933)
C (-3.2861, -0.4913, 0.6970)
C (-1.8331, -0.1335, 0.9600)
O (-0.9576, -1.2452, 0.9941)
C (-0.8960, -2.0266, -0.1886)
C (-0.5159, -1.2347, -1.4242)
H (-3.6478, -1.1991, 1.4466)
H (-3.9027, 0.4081, 0.7344)
H (-3.4219, -0.9457, -0.2859)
H (-1.7402, 0.3277, 1.9446)
H (-1.4908, 0.6094, 0.2309)
H (-1.8440, -2.5566, -0.3515)
H (-0.1424, -2.7873, 0.0184)
H (-1.2576, -0.4706, -1.6609)
H (-0.4317, -1.8936, -2.2894)
H (0.4400, -0.7300, -1.2775)
C (-2.0911, 2.2637, 8.3827)
C (-1.2746, 3.2763, 7.5968)
O (-1.1861, 2.9999, 6.2139)
C (-2.4069, 2.9577, 5.4993)
C (-3.1965, 4.2551, 5.5389)
H (-1.6834, 1.2607, 8.2503)
H (-2.0691, 2.5125, 9.4446)
H (-3.1356, 2.2459, 8.0682)
H (-0.2432, 3.2674, 7.9501)
H (-1.6585, 4.2896, 7.7661)
H (-3.0273, 2.1215, 5.8434)
H (-2.1210, 2.7350, 4.4712)
H (-3.5147, 4.5128, 6.5503)
H (-4.0917, 4.1622, 4.9229)
H (-2.5941, 5.0791, 5.1545)
C (-5.0155, 3.4782, -1.9863)
C (-3.5840, 3.9402, -1.7630)
O (-2.6316, 2.8992, -1.7740)
C (-2.5395, 2.1491, -2.9762)
C (-2.1635, 2.9653, -4.1982)
H (-5.2988, 2.7365, -1.2374)
H (-5.6970, 4.3272, -1.9121)
H (-5.1508, 3.0289, -2.9708)
H (-3.4967, 4.3923, -0.7739)
H (-3.3179, 4.7169, -2.4898)
H (-3.4693, 1.5913, -3.1459)
H (-1.7582, 1.4122, -2.7947)
H (-2.9179, 3.7174, -4.4407)
H (-2.0555, 2.3065, -5.0601)
H (-1.2121, 3.4719, -4.0338)
C (-6.6901, -3.0382, 1.2451)
C (-7.4359, -1.7820, 0.8314)
O (-8.8220, -1.8023, 1.1318)
C (-9.1571, -1.9403, 2.4992)
C (-8.6217, -0.8302, 3.3882)
H (-7.1307, -3.9199, 0.7773)
H (-5.6458, -2.9659, 0.9398)
H (-6.7072, -3.1896, 2.3255)
H (-7.3838, -1.6641, -0.2508)
H (-6.9604, -0.8963, 1.2674)
H (-8.8379, -2.9182, 2.8784)
H (-10.2474, -1.9343, 2.5230)
H (-7.5317, -0.8069, 3.4048)
H (-8.9655, -0.9775, 4.4129)
H (-8.9736, 0.1416, 3.0392)
C (0.3051, -3.4005, -7.7482)
C (-0.9945, -2.6227, -7.8807)
O (-1.5095, -2.1413, -6.6578)
C (-0.6632, -1.2463, -5.9399)
C (-0.3029, 0.0193, -6.6912)
H (0.1777, -4.2434, -7.0673)
H (0.6119, -3.7820, -8.7235)
H (1.1150, -2.7796, -7.3648)
H (-1.7724, -3.2774, -8.2779)
H (-0.8725, -1.8032, -8.5993)
H (0.2435, -1.7613, -5.6065)
H (-1.2220, -0.9889, -5.0405)
H (0.2730, -0.1830, -7.5969)
H (0.2987, 0.6551, -6.0385)
H (-1.2047, 0.5627, -6.9826)
C (6.9995, -2.8085, 1.1380)
C (6.5232, -3.6808, -0.0089)
O (7.5610, -4.1352, -0.8652)
C (8.5692, -4.9146, -0.2580)
C (8.0663, -6.1963, 0.3869)
H (7.5341, -1.9373, 0.7574)
H (6.1438, -2.4615, 1.7174)
H (7.6696, -3.3452, 1.8130)
H (5.8558, -3.1056, -0.6500)
H (5.9437, -4.5302, 0.3723)
H (9.1330, -4.3199, 0.4708)
H (9.2605, -5.1601, -1.0655)
H (7.3800, -5.9977, 1.2108)
H (8.9071, -6.7670, 0.7847)
H (7.5427, -6.8121, -0.3459)

Results
* spin multiplicity: 1
* electronic energy: -2003.140105 Eh
* HOMO level: -2.2 eV
* charge: -1
* LUMO level: 1.916 eV
* largest force on an atom: 0.02373 Eh/bohr
* orbital gap: 4.11 eV

***

This record from the Open Molecules 2025 dataset describes a cluster of 2 separate species, C5H8NO in total in a non-equilibrium geometry. The level of theory is wB97M-V/def2-TZVPD.

Geometry (Å):
C (2.5074, -2.0372, 0.0354)
C (1.8882, -1.0899, -0.3795)
C (1.6628, 1.4522, -0.0920)
C (-2.9884, -0.6371, 0.0534)
C (1.3490, 0.1692, -0.7383)
N (-1.5960, -0.8008, -0.2467)
O (-0.7040, 0.0308, 0.0262)
H (2.9910, -3.0007, 0.3504)
H (2.5637, 1.9942, -0.5399)
H (0.8795, 2.1451, -0.2656)
H (1.7498, 1.3562, 0.9581)
H (-3.3210, -1.5876, 0.4603)
H (-3.4947, -0.4935, -0.8595)
H (-3.3869, 0.1482, 0.7537)
H (1.0320, -0.1132, -1.7470)

Results
* spin multiplicity: 1
* electronic energy: -324.807134 Eh
* relative energy (zero: lowest compared OMol25 entry of this formula, charge and spin): 6.308 eV
* HOMO level: -14.1 eV
* charge: +1
* LUMO level: -6.203 eV
* largest force on an atom: 0.06970 Eh/bohr
* orbital gap: 7.91 eV

***

This record from the Open Molecules 2025 dataset describes the ion C6H10ClN4O2 with charge +1 in a non-equilibrium geometry. The level of theory is wB97M-V/def2-TZVPD.

Geometry (Å):
C (0.1881, 2.2246, 1.5971)
N (0.7987, 1.2324, 0.7613)
C (0.1952, 0.2514, 0.2934)
N (-1.2607, -0.0538, 0.0540)
N (-1.3972, -1.3985, 0.3781)
C (-2.4196, -2.0801, 0.5784)
O (-3.1853, -2.9339, 0.7507)
C (-2.5532, 0.5481, -0.1701)
O (-3.5956, -0.0134, 0.0383)
Cl (-2.3504, 2.1479, -0.9979)
N (0.9008, -0.7626, -0.5462)
C (1.0162, -0.2440, -1.9212)
C (2.2585, -1.0642, 0.0865)
H (0.8302, 3.0767, 1.3823)
H (-0.9484, 2.4149, 1.5374)
H (0.5010, 1.9230, 2.6767)
H (0.2591, -1.6919, -0.4993)
H (1.1676, 0.8316, -1.8287)
H (1.8161, -0.6996, -2.3910)
H (0.1230, -0.3311, -2.5313)
H (2.6277, -2.0058, -0.2665)
H (2.8764, -0.2696, -0.1564)
H (2.1517, -1.1022, 1.1745)

Results
* spin multiplicity: 1
* electronic energy: -1063.976911 Eh
* relative energy (zero: lowest compared OMol25 entry of this formula, charge and spin): 2.537 eV
* HOMO level: -13.7 eV
* charge: +1
* LUMO level: -3.811 eV
* SMILES: C/N=C(\N(N=C=O)C(=O)Cl)[NH+](C)C
* largest force on an atom: 0.05747 Eh/bohr
* orbital gap: 9.88 eV

***

This record from the Open Molecules 2025 dataset describes the ion C2H3N4 with charge -1 in a non-equilibrium geometry. The level of theory is wB97M-V/def2-TZVPD.

Geometry (Å):
C (0.0238, 0.0557, -0.1831)
C (0.6245, 0.4681, 1.0671)
N (-1.1399, -0.0642, -1.9840)
N (-0.4677, 0.7316, -1.1833)
N (-0.3991, -1.3540, -0.3850)
N (-1.0851, -1.3533, -1.4928)
H (1.4155, -0.2676, 1.2825)
H (1.1699, 1.4500, 0.9737)
H (-0.1420, 0.3337, 1.9047)

Results
* spin multiplicity: 1
* electronic energy: -297.036056 Eh
* relative energy (zero: lowest compared OMol25 entry of this formula, charge and spin): 0.437 eV
* HOMO level: -3.7 eV
* charge: -1
* LUMO level: 4.386 eV
* largest force on an atom: 0.11090 Eh/bohr
* orbital gap: 8.11 eV

***

This record from the Open Molecules 2025 dataset describes a structure of composition C54H121O44P8Zr in a non-equilibrium geometry. The level of theory is wB97M-V/def2-TZVPD.

Geometry (Å):
Zr (-1.0019, -0.8680, 12.3927)
P (-0.9055, 1.4043, 13.5230)
O (-1.8751, 0.9510, 12.4073)
O (-0.9811, 2.7861, 14.1619)
O (0.1325, 0.8404, 12.5033)
O (-1.2668, 0.0469, 14.1615)
C (-1.3371, 9.7921, 21.6620)
C (-1.8733, 10.5174, 20.3720)
O (-2.9143, 9.8386, 19.7779)
P (-4.0100, 10.4816, 18.7711)
O (-5.2001, 10.9415, 19.3975)
O (-3.2408, 11.5050, 17.7673)
C (-3.9081, 12.5666, 17.1316)
C (-3.3379, 13.8418, 17.7060)
O (-4.2809, 9.1717, 17.8435)
C (-3.1674, 8.3573, 17.3940)
C (-3.8323, 7.3700, 16.4412)
H (-2.2979, 9.5692, 22.1260)
H (-0.8763, 8.8385, 21.4044)
H (-0.6818, 10.4914, 22.1813)
H (-2.3346, 11.4580, 20.6731)
H (-1.1264, 10.5867, 19.5812)
H (-3.6121, 12.5444, 16.0828)
H (-4.9859, 12.4047, 17.1124)
H (-3.5836, 13.7229, 18.7613)
H (-2.2735, 13.7253, 17.5018)
H (-3.7268, 14.7571, 17.2598)
H (-2.3678, 8.9206, 16.9131)
H (-2.7122, 7.9697, 18.3054)
H (-4.8049, 7.1374, 16.8747)
H (-3.8949, 7.7535, 15.4228)
H (-3.1502, 6.5278, 16.3248)
C (-7.0288, -4.2083, 10.9008)
C (-6.3470, -3.5742, 12.0909)
O (-5.2896, -2.6316, 11.6815)
P (-4.5693, -1.4931, 12.5856)
O (-3.0318, -1.5457, 12.5552)
O (-5.1207, -1.5850, 14.1274)
C (-4.3281, -1.8497, 15.2880)
C (-4.0744, -0.5429, 16.1359)
O (-5.1706, -0.2030, 11.8453)
C (-6.4835, 0.2301, 11.6655)
C (-7.4327, -0.1386, 12.7615)
H (-6.4310, -4.9852, 10.4241)
H (-7.9015, -4.7616, 11.2479)
H (-7.3448, -3.4858, 10.1483)
H (-6.9503, -2.9654, 12.7644)
H (-6.0165, -4.3247, 12.8089)
H (-5.0422, -2.4536, 15.8478)
H (-3.3710, -2.3705, 15.2579)
H (-3.5067, -0.7678, 17.0388)
H (-3.4023, 0.1321, 15.6062)
H (-4.9623, 0.0497, 16.3567)
H (-6.5659, 1.2988, 11.4677)
H (-6.7809, -0.1417, 10.6850)
H (-6.8450, 0.0137, 13.6668)
H (-8.3219, 0.4894, 12.8163)
H (-7.9269, -1.1026, 12.6403)
C (3.9215, -2.4836, 7.4837)
C (2.6616, -2.3950, 8.3914)
O (2.2719, -1.0456, 8.3617)
P (1.8721, -0.2904, 9.7617)
O (0.8660, -1.0890, 10.5564)
O (3.3360, -0.0372, 10.3713)
C (4.3467, 0.8216, 9.7769)
C (5.7696, 0.6803, 10.3815)
O (1.4015, 1.1703, 9.2075)
C (0.8086, 2.1788, 10.0126)
C (1.1303, 3.5655, 9.3352)
H (3.8503, -1.7901, 6.6458)
H (4.7888, -2.1469, 8.0516)
H (3.9583, -3.4901, 7.0669)
H (1.9613, -3.0455, 7.8674)
H (2.9139, -2.8692, 9.3399)
H (4.3605, 0.4336, 8.7583)
H (3.9728, 1.8446, 9.7353)
H (6.4661, 1.4519, 10.0537)
H (5.8988, 0.5629, 11.4575)
H (6.2719, -0.2170, 10.0202)
H (-0.2587, 2.0438, 10.1880)
H (1.3375, 2.1188, 10.9638)
H (0.8882, 3.7250, 8.2845)
H (0.4774, 4.2233, 9.9089)
H (2.1753, 3.7826, 9.5563)
C (-2.6960, -5.4314, 17.6212)
C (-1.5215, -5.3139, 16.6793)
O (-1.8540, -4.2812, 15.7051)
P (-0.6771, -3.7034, 14.7969)
O (-1.0729, -2.7067, 13.7616)
O (0.3890, -3.2636, 15.9029)
C (0.0468, -2.0656, 16.7119)
C (0.5752, -2.2205, 18.0929)
O (-0.0477, -5.0864, 14.1781)
C (1.0229, -5.7579, 14.7962)
C (1.1617, -7.3260, 14.7374)
H (-2.9081, -4.4645, 18.0776)
H (-3.4495, -5.5062, 16.8372)
H (-2.7530, -6.2315, 18.3592)
H (-0.6025, -5.2766, 17.2643)
H (-1.4672, -6.3226, 16.2700)
H (0.5558, -1.1947, 16.2991)
H (-1.0207, -1.9466, 16.5264)
H (1.5793, -2.6415, 18.1448)
H (0.4367, -1.2895, 18.6425)
H (-0.1318, -2.9294, 18.5238)
H (1.9205, -5.2392, 14.4594)
H (0.9448, -5.5759, 15.8681)
H (0.2424, -7.7515, 15.1398)
H (1.1753, -7.6408, 13.6940)
H (1.8795, -7.6304, 15.4991)
C (5.4371, -2.9813, 13.1055)
C (4.1284, -2.4723, 12.4974)
O (3.6707, -1.2241, 13.0288)
P (2.3923, -1.1242, 13.9843)
O (1.0607, -1.3642, 13.3009)
O (2.6298, -2.3360, 15.0443)
C (3.7885, -2.3830, 15.9373)
C (3.9642, -3.8049, 16.4093)
O (2.5211, 0.3001, 14.7474)
C (3.6546, 1.0940, 14.7970)
C (4.1153, 1.3871, 16.1856)
H (5.2770, -3.5812, 14.0014)
H (6.0259, -3.6922, 12.5259)
H (6.1029, -2.1438, 13.3141)
H (4.2776, -2.2107, 11.4499)
H (3.3720, -3.2564, 12.5283)
H (4.6701, -2.0133, 15.4136)
H (3.4910, -1.7219, 16.7513)
H (3.1387, -4.2388, 16.9735)
H (4.0800, -4.4857, 15.5659)
H (4.7381, -3.9509, 17.1629)
H (4.4272, 0.6486, 14.1703)
H (3.3856, 2.0424, 14.3319)
H (4.8236, 2.2131, 16.1203)
H (3.2663, 1.6838, 16.8014)
H (4.3609, 0.5331, 16.8169)
C (-5.6992, -0.7468, 7.5454)
C (-5.0355, 0.3783, 8.3271)
O (-4.2302, -0.3020, 9.2462)
P (-2.6610, 0.1601, 9.2946)
O (-1.7555, -0.5806, 10.2378)
O (-2.5662, 1.7404, 9.3902)
C (-3.1881, 2.5388, 10.4585)
C (-3.7888, 3.7981, 9.8648)
O (-2.1131, -0.0627, 7.8151)
C (-2.0848, -1.3276, 7.2166)
C (-0.5893, -1.7646, 7.4612)
H (-4.8446, -1.2430, 7.0853)
H (-6.2018, -1.4852, 8.1701)
H (-6.4620, -0.4051, 6.8458)
H (-4.3545, 0.9133, 7.6651)
H (-5.6444, 1.0710, 8.9080)
H (-3.9739, 2.0139, 11.0017)
H (-2.2938, 2.7729, 11.0360)
H (-3.9189, 4.6765, 10.4969)
H (-2.9756, 4.1578, 9.2343)
H (-4.6600, 3.7005, 9.2170)
H (-2.6205, -2.1189, 7.7410)
H (-2.2775, -1.0392, 6.1833)
H (0.1645, -1.0370, 7.1603)
H (-0.6168, -2.0908, 8.5009)
H (-0.4330, -2.6806, 6.8915)
C (-4.3878, -5.3331, 8.8508)
C (-2.8250, -5.6157, 8.8085)
O (-2.0463, -4.5508, 9.2995)
P (-1.5949, -4.2381, 10.8010)
O (-1.0618, -2.8413, 11.2140)
O (-2.8769, -4.7715, 11.6483)
C (-2.7486, -6.0066, 12.3554)
C (-3.5975, -5.9563, 13.6266)
O (-0.4120, -5.3873, 10.9887)
C (0.9175, -5.3871, 10.3301)
C (0.9733, -6.2250, 8.9955)
H (-4.7126, -5.6850, 7.8716)
H (-4.8008, -5.8592, 9.7115)
H (-4.6938, -4.2879, 8.8941)
H (-2.5567, -6.4942, 9.3955)
H (-2.5635, -5.7403, 7.7577)
H (-2.9454, -6.9130, 11.7829)
H (-1.7624, -6.1246, 12.8044)
H (-3.2414, -6.4419, 14.5351)
H (-3.6585, -4.8950, 13.8677)
H (-4.6085, -6.3443, 13.5024)
H (1.3858, -4.4036, 10.2899)
H (1.6162, -5.8892, 10.9993)
H (0.1475, -6.0280, 8.3118)
H (1.9251, -5.8474, 8.6219)
H (1.0772, -7.2978, 9.1574)
C (0.2893, 5.2380, 12.7831)
C (-0.8045, 5.8734, 13.6408)
O (-1.3735, 6.9232, 12.9023)
C (-0.6006, 7.3065, 11.9904)
O (-0.7858, 8.3310, 11.2946)
O (0.4474, 6.4120, 11.9715)
H (0.0240, 4.3359, 12.2317)
H (1.1935, 4.9656, 13.3275)
H (-0.4627, 6.2758, 14.5943)
H (-1.5932, 5.1462, 13.8336)
C (2.4757, 5.7825, 17.0947)
C (3.0915, 7.0199, 17.6684)
O (2.3414, 8.0674, 17.1410)
C (1.2449, 7.5903, 16.7152)
O (0.3330, 8.3084, 16.2803)
O (1.2358, 6.3193, 16.7983)
H (2.4881, 4.9222, 17.7640)
H (2.9830, 5.5939, 16.1485)
H (4.0759, 7.1410, 17.2164)
H (2.9805, 7.0996, 18.7498)
C (-0.7681, 3.5797, 16.8787)
C (-1.5910, 2.4897, 17.3802)
O (-2.1766, 3.0394, 18.5339)
C (-1.4286, 4.1318, 18.8599)
O (-1.4415, 4.5210, 19.9951)
O (-0.6322, 4.5622, 17.9315)
H (-1.2699, 4.1400, 16.0898)
H (0.2334, 3.2506, 16.6015)
H (-0.9886, 1.6133, 17.6192)
H (-2.3582, 2.1042, 16.7087)
C (-4.5546, 3.0559, 13.6511)
C (-4.2612, 3.3898, 15.0960)
O (-5.4224, 3.0393, 15.7683)
C (-6.4227, 2.8288, 14.9312)
O (-7.6347, 2.7610, 15.1891)
O (-5.9951, 2.9420, 13.6517)
H (-4.0766, 2.1085, 13.4022)
H (-4.2945, 3.8568, 12.9590)
H (-3.8873, 4.4009, 15.2571)
H (-3.4741, 2.6468, 15.2242)

Results
* spin multiplicity: 1
* electronic energy: -8219.186907 Eh
* HOMO level: -9.8 eV
* charge: +1
* LUMO level: -1.805 eV
* largest force on an atom: 0.16255 Eh/bohr
* orbital gap: 7.98 eV

***

This record from the Open Molecules 2025 dataset describes the molecule C5H9NO in a non-equilibrium geometry. The level of theory is wB97M-V/def2-TZVPD.

Geometry (Å):
C (0.4154, 2.6015, -0.6923)
C (-0.4611, 1.5616, -0.9611)
C (-0.1638, 0.0264, -1.0515)
C (-0.5904, -0.7047, 0.1843)
N (-1.0306, -2.0583, -0.1188)
C (0.3392, -0.6203, 1.3919)
O (1.5833, -0.4710, 1.2306)
H (0.1088, 3.5940, -0.9381)
H (1.1350, 2.5478, 0.1010)
H (-1.4034, 1.9013, -1.5095)
H (-0.7000, -0.1797, -2.0020)
H (0.9986, -0.2236, -1.2325)
H (-1.4699, -0.0923, 0.5771)
H (-0.0888, -2.6036, -0.3691)
H (-1.2714, -2.6305, 0.7700)
H (0.0031, -1.3244, 2.3620)

Results
* spin multiplicity: 1
* electronic energy: -325.793614 Eh
* relative energy (zero: lowest compared OMol25 entry of this formula, charge and spin): 3.917 eV
* HOMO level: -9.5 eV
* LUMO level: 0.364 eV
* SMILES: C=CC[C@@H](N)C=O
* largest force on an atom: 0.11799 Eh/bohr
* orbital gap: 9.84 eV